2 unconnected molecules or ions with the total composition C30H30F4N3O2P at a distorted geometry, computed with ωB97M-V with the def2-TZVPD basis set.

Output
LUMO   -2.4 eV
Orbital gap   4.5 eV
HOMO level   -6.848 eV
SMILES   CN(C)c1ccc(P(c2ccc(N(C)C)cc2)c2ccc(N(C)C)cc2)cc1.O=C1C(F)=C(F)C(=O)C(F)=C1F
DFT total energy   -2216.59460 a.u.

Each line ends with the natural charge from an NBO analysis.
Element x y z (Å)
F1 -2.378 -2.215 4.554  -0.276
C1 -1.241 -2.927 4.403  0.301
C2 -1.249 -4.285 4.466  0.267
F2 -2.397 -4.979 4.595  -0.277
C3 -0.030 -5.088 4.438  0.377
O1 -0.028 -6.326 4.464  -0.443
C4 1.187 -4.280 4.461  0.313
F3 2.337 -4.969 4.592  -0.286
C5 1.174 -2.922 4.387  0.280
F4 2.313 -2.206 4.510  -0.280
C6 -0.037 -2.150 4.140  0.361
O2 -0.041 -0.925 3.871  -0.417
C7 -5.700 2.973 -0.757  -0.403
N1 -4.514 3.327 -0.001  -0.441
C8 -4.318 4.754 0.196  -0.396
C9 -3.535 2.400 0.289  0.198
C10 -2.766 2.512 1.481  -0.271
C11 -1.860 1.515 1.817  -0.173
C12 -1.473 0.552 0.855  -0.389
P1 0.033 -0.472 1.173  0.861
C13 0.138 -1.465 -0.384  -0.373
C14 0.836 -0.992 -1.509  -0.177
C15 0.631 -1.557 -2.760  -0.274
C16 -0.057 -2.787 -2.863  0.184
N2 -0.193 -3.432 -4.073  -0.441
C17 0.002 -4.868 -4.182  -0.396
C18 -0.202 -2.718 -5.338  -0.404
C19 -0.580 -3.386 -1.684  -0.226
C20 -0.533 -2.710 -0.475  -0.196
C21 1.381 0.766 0.919  -0.393
C22 2.699 0.465 1.338  -0.169
C23 3.751 1.297 0.988  -0.275
C24 3.537 2.415 0.135  0.202
N3 4.607 3.189 -0.259  -0.438
C25 4.598 3.972 -1.482  -0.403
C26 5.684 3.513 0.661  -0.396
C27 2.215 2.726 -0.258  -0.310
C28 1.156 1.979 0.242  -0.108
C29 -2.244 0.435 -0.316  -0.120
C30 -3.303 1.297 -0.565  -0.305
H1 -5.959 1.920 -0.578  0.213
H2 -6.536 3.609 -0.426  0.200
H3 -5.565 3.130 -1.842  0.177
H4 -3.432 4.937 0.818  0.212
H5 -4.191 5.267 -0.779  0.182
H6 -5.209 5.189 0.678  0.191
H7 -2.940 3.360 2.145  0.214
H8 -1.419 1.479 2.815  0.226
H9 1.517 -0.153 -1.410  0.226
H10 1.061 -1.078 -3.638  0.215
H11 -0.100 -5.331 -3.192  0.212
H12 -0.740 -5.291 -4.878  0.193
H13 1.012 -5.097 -4.580  0.181
H14 -0.685 -1.736 -5.220  0.211
H15 0.816 -2.568 -5.741  0.177
H16 -0.770 -3.314 -6.070  0.202
H17 -1.065 -4.359 -1.755  0.205
H18 -1.026 -3.131 0.404  0.212
H19 2.889 -0.433 1.929  0.220
H20 4.764 1.074 1.321  0.211
H21 4.022 3.459 -2.266  0.211
H22 4.174 4.981 -1.331  0.178
H23 5.640 4.095 -1.821  0.202
H24 5.683 2.807 1.500  0.213
H25 6.647 3.470 0.128  0.192
H26 5.564 4.540 1.060  0.181
H27 2.010 3.583 -0.898  0.215
H28 0.140 2.324 0.076  0.214
H29 -1.995 -0.316 -1.060  0.214
H30 -3.906 1.152 -1.458  0.213

---

A molecular structure, C15H20FFeNS5 at a distorted geometry, computed with ωB97M-V with the def2-TZVPD basis set.

Output
LUMO (spin up / spin down)   0.0 / 0.0 eV
Spin multiplicity   5
Orbital gap (spin up / spin down)   7.4 / 7.6 eV
HOMO level (spin up / spin down)   -7.412 / -7.632 eV
DFT total energy   -3992.79791 a.u.

Each line ends with the Mulliken spin population.
Element x y z (Å)
Fe1 0.978 0.009 0.845  3.710
C1 -1.091 -2.549 -0.881  0.005
C2 0.070 -3.452 -0.518  -0.004
S1 1.724 -2.686 -0.579  0.009
C3 2.112 -2.678 -2.371  0.004
C4 1.498 -1.555 -3.185  0.001
S2 1.644 0.075 -2.354  0.004
C5 0.220 0.863 -3.208  -0.002
C6 -0.182 2.168 -2.549  0.011
S3 -0.341 2.099 -0.716  0.021
C7 -2.028 1.452 -0.433  0.000
C8 -2.300 -0.019 -0.693  -0.006
S4 -1.317 -1.192 0.348  0.030
H1 -2.012 -3.133 -0.891  0.003
H2 -0.940 -2.099 -1.859  0.000
H3 0.095 -4.319 -1.179  0.000
H4 -0.029 -3.790 0.513  0.000
H5 1.814 -3.637 -2.795  0.000
H6 3.199 -2.601 -2.391  -0.001
H7 0.438 -1.731 -3.376  -0.001
H8 2.009 -1.486 -4.148  0.000
H9 -0.609 0.152 -3.207  -0.001
H10 0.522 1.038 -4.244  0.001
H11 -1.127 2.519 -2.963  0.001
H12 0.585 2.926 -2.713  -0.001
H13 -2.712 2.050 -1.036  -0.001
H14 -2.185 1.681 0.619  0.000
H15 -2.118 -0.274 -1.735  -0.001
H16 -3.349 -0.216 -0.462  0.003
S5 2.019 -3.002 4.271  0.044
C9 1.850 -1.974 3.079  0.026
N1 1.732 -1.224 2.179  0.017
F1 -0.056 4.027 5.386  0.000
C10 -0.034 3.133 4.365  0.005
C11 -1.170 2.400 4.084  0.006
C12 -1.125 1.496 3.031  0.003
C13 0.013 1.334 2.249  0.214
C14 1.130 2.114 2.559  -0.089
C15 1.124 3.006 3.619  -0.007
H17 -2.071 2.541 4.665  0.000
H18 -2.013 0.904 2.840  0.004
H19 2.045 2.025 1.958  -0.007
H20 1.988 3.603 3.872  -0.002

---

2 unconnected molecules or ions with the total composition C6H14O at a distorted geometry, computed with ωB97M-V with the def2-TZVPD basis set.

Output
LUMO   0.8 eV
Orbital gap   10.0 eV
HOMO level   -9.226 eV
Energy relative to the best compared isomer or geometry (same formula, charge and spin)   1.758 eV
SMILES   C/C=C/CCC.O
DFT total energy   -312.19044 a.u.

Each line ends with the natural charge from an NBO analysis.
Element x y z (Å)
C1 -1.096 -0.266 -1.573  -0.629
C2 -1.025 -1.750 -1.155  -0.408
C3 0.335 -2.110 -0.554  -0.439
C4 0.759 -1.041 0.431  -0.181
C5 1.910 -0.379 0.412  -0.182
C6 2.496 0.201 1.692  -0.634
H1 -1.136 0.468 -0.758  0.203
H2 -1.842 0.170 -2.295  0.218
H3 -0.228 0.057 -2.187  0.203
H4 -1.228 -2.174 -2.141  0.208
H5 -1.915 -1.962 -0.582  0.202
H6 0.984 -2.373 -1.382  0.214
H7 0.250 -3.035 0.015  0.215
H8 0.187 -1.019 1.346  0.191
H9 2.704 -0.498 -0.318  0.192
H10 3.318 -0.450 2.009  0.213
H11 1.749 0.339 2.486  0.206
H12 2.935 1.184 1.512  0.206
H13 -3.160 4.081 1.072  0.473
H14 -2.687 5.575 1.209  0.472
O1 -3.308 4.983 0.762  -0.945

---

A molecular structure, C13H28InN6O6S at a distorted geometry, computed with ωB97M-V with the def2-TZVPD basis set.

Output
LUMO (spin up / spin down)   -7.3 / -7.4 eV
Charge   +1
Orbital gap (spin up / spin down)   4.2 / 4.0 eV
HOMO level (spin up / spin down)   -11.420 / -11.406 eV
Energy relative to the best compared isomer or geometry (same formula, charge and spin)   1.149 eV
DFT total energy   -1879.89222 a.u.

Each line ends with the Löwdin charge.
Element x y z (Å)
O1 -1.010 -3.004 -1.772  -0.349
H1 -0.792 -3.420 -0.854  0.003
In1 -0.503 -1.025 -0.666  0.571
N1 0.002 0.164 1.572  0.043
N2 -0.966 -2.401 1.198  -0.033
N3 -0.127 1.400 -1.153  -0.053
N4 -0.732 -0.548 -2.870  -0.092
O2 0.637 1.279 1.803  -0.020
O3 0.079 2.465 -0.328  -0.095
O4 -0.862 -1.561 -3.732  -0.021
O5 -1.190 -3.646 1.154  0.104
C1 -0.796 -1.895 2.468  -0.171
C2 -0.231 -0.597 2.669  -0.203
C3 0.015 1.667 -2.442  -0.223
C4 -0.326 0.593 -3.378  -0.247
C5 0.150 -0.036 3.993  0.019
H2 -0.281 0.967 4.099  0.102
H3 1.241 0.042 4.055  0.100
H4 -0.219 -0.678 4.787  0.083
C6 -1.132 -2.864 3.519  0.011
H5 -0.389 -3.672 3.509  0.128
H6 -2.099 -3.320 3.280  0.116
H7 -1.162 -2.383 4.494  0.089
C7 0.439 3.063 -2.859  -0.001
C8 -0.285 0.680 -4.857  -0.001
H8 1.231 3.459 -2.184  0.098
H9 -0.428 3.759 -2.833  0.101
H10 0.823 3.033 -3.891  0.077
H11 -1.269 0.342 -5.210  0.106
H12 0.452 -0.062 -5.198  0.109
H13 -0.038 1.693 -5.200  0.081
H14 0.340 2.001 0.588  0.046
H15 -0.742 -2.291 -2.968  0.033
C9 1.411 -1.224 -0.752  -0.247
H16 1.430 -1.910 0.163  0.012
H17 2.062 -0.216 -0.808  0.083
H18 1.449 -2.007 -1.627  0.060
O6 3.187 0.208 2.528  -0.066
H19 4.061 0.669 2.402  0.084
H20 2.544 0.780 2.106  -0.016
S1 -3.056 -0.180 -0.261  0.727
C10 -3.075 1.416 0.342  -0.759
N5 -3.046 1.613 1.702  0.041
C11 -2.624 2.893 2.271  -0.166
C12 -3.116 4.050 1.423  -0.146
C13 -2.725 3.820 -0.031  -0.149
N6 -3.130 2.472 -0.454  0.055
H21 -2.994 0.804 2.241  0.087
H22 -1.525 2.929 2.356  0.114
H23 -3.032 2.956 3.289  0.132
H24 -2.695 4.999 1.770  0.130
H25 -4.212 4.121 1.486  0.131
H26 -1.631 3.915 -0.159  0.110
H27 -3.208 4.547 -0.706  0.136
H28 -3.125 2.254 -1.435  0.135

---

A molecular structure, C35H41CeCl2N2OP3 at a distorted geometry, computed with ωB97M-V with the def2-TZVPD basis set.

Output
LUMO (spin up / spin down)   -6.8 / -6.8 eV
Charge   +2
Orbital gap (spin up / spin down)   4.2 / 4.2 eV
HOMO level (spin up / spin down)   -11.001 / -10.998 eV
Energy relative to the best compared isomer or geometry (same formula, charge and spin)   0.000 eV
DFT total energy   -3962.05157 a.u.

Each line ends with the Löwdin charge.
Element x y z (Å)
P1 -0.666 4.848 -3.571  1.081
C1 -1.787 6.158 -3.014  -0.312
C2 -1.364 7.499 -3.017  -0.068
H1 -0.305 7.731 -3.148  0.108
C3 -2.304 8.523 -2.888  -0.055
H2 -1.973 9.558 -2.966  0.116
C4 -3.654 8.218 -2.689  -0.050
H3 -4.383 9.026 -2.618  0.118
C5 -4.064 6.882 -2.606  -0.057
H4 -5.116 6.648 -2.444  0.116
C6 -3.135 5.849 -2.755  -0.075
H5 -3.450 4.806 -2.694  0.111
C7 1.000 5.550 -3.601  -0.320
C8 1.669 5.721 -2.380  -0.093
H6 1.255 5.293 -1.463  0.110
C9 2.856 6.462 -2.325  -0.060
H7 3.347 6.619 -1.365  0.113
C10 3.391 7.013 -3.492  -0.055
H8 4.296 7.620 -3.450  0.118
C11 2.748 6.809 -4.716  -0.054
H9 3.150 7.246 -5.632  0.119
C12 1.566 6.070 -4.781  -0.057
H10 1.056 5.911 -5.733  0.112
C13 -1.133 4.498 -5.287  -0.303
C14 -1.847 5.455 -6.034  -0.061
H11 -2.285 6.315 -5.523  0.110
C15 -1.973 5.308 -7.416  -0.053
H12 -2.479 6.089 -7.984  0.118
C16 -1.444 4.182 -8.055  -0.052
H13 -1.516 4.099 -9.141  0.118
C17 -0.829 3.181 -7.297  -0.061
H14 -0.443 2.291 -7.791  0.112
C18 -0.688 3.322 -5.912  -0.075
H15 -0.240 2.518 -5.324  0.098
Ce1 -0.266 -0.621 0.392  0.270
C19 1.488 0.159 -0.890  -0.249
C20 2.215 0.880 -1.792  -0.308
H16 1.972 -0.791 -0.497  -0.002
C21 1.705 2.168 -2.471  -0.426
O1 2.018 2.030 -3.865  -0.067
H17 1.801 2.847 -4.348  0.089
C22 0.304 2.562 -2.350  -0.045
H18 2.257 3.023 -2.028  0.133
C23 -0.663 3.393 -2.563  -0.280
Cl1 0.992 -2.195 1.956  0.113
Cl2 -2.318 0.883 0.750  0.093
P2 0.807 1.534 2.078  0.727
C24 0.253 1.017 3.752  -0.254
H19 0.672 0.033 3.990  0.033
H20 -0.841 0.939 3.764  0.051
H21 0.578 1.758 4.494  0.064
C25 2.608 1.707 2.317  -0.253
H22 3.059 2.085 1.389  0.034
H23 3.037 0.719 2.528  0.050
H24 2.828 2.397 3.144  0.062
C26 0.266 3.278 2.053  -0.247
H25 -0.831 3.317 2.084  0.043
H26 0.595 3.744 1.114  0.038
H27 0.684 3.828 2.908  0.063
P3 3.894 0.316 -2.230  0.903
C27 4.587 -0.916 -1.105  -0.169
C28 5.015 1.732 -2.190  -0.160
H28 3.901 -1.760 -0.971  0.061
H29 4.813 -0.477 -0.125  0.072
H30 5.528 -1.296 -1.527  0.080
H31 4.588 2.568 -2.759  0.063
H32 5.979 1.450 -2.637  0.076
H33 5.183 2.041 -1.150  0.070
C29 3.929 -0.426 -3.871  -0.161
H34 3.517 -1.443 -3.820  0.072
H35 4.964 -0.473 -4.235  0.075
H36 3.319 0.188 -4.545  0.055
H37 -1.648 3.183 -2.097  0.073
N1 -4.331 -5.228 1.837  0.204
C30 -3.673 -4.770 0.982  -0.136
C31 -2.833 -4.201 -0.056  -0.165
C32 -2.459 -4.948 -1.179  0.044
C33 -1.617 -4.379 -2.135  0.002
C34 -1.117 -3.095 -1.915  -0.064
N2 -1.421 -2.409 -0.785  -0.111
C35 -2.337 -2.906 0.090  -0.069
H38 -2.830 -5.968 -1.285  0.145
H39 -1.329 -4.915 -3.037  0.128
H40 -0.465 -2.590 -2.636  0.133
H41 -2.659 -2.235 0.903  0.124

---

2 unconnected molecules or ions with the total composition CH2Cl2O3 at a distorted geometry, computed with ωB97M-V with the def2-TZVPD basis set.

Output
LUMO   0.0 eV
Orbital gap   10.5 eV
HOMO level   -10.522 eV
Energy relative to the best compared isomer or geometry (same formula, charge and spin)   1.270 eV
SMILES   O=C(O)Cl.OCl
DFT total energy   -1185.32031 a.u.

Each line ends with the natural charge from an NBO analysis.
Element x y z (Å)
C1 0.706 -0.505 -0.099  0.797
O1 1.538 0.405 0.425  -0.674
O2 -0.128 -1.171 0.347  -0.523
O3 -1.589 0.800 -0.334  -0.764
Cl1 1.588 -0.901 -1.658  -0.121
Cl2 -2.068 0.314 1.175  0.276
H1 1.222 0.857 1.194  0.507
H2 -1.270 0.202 -1.049  0.503